# 1
Molecular formula: C17H34ClINOP2Pm
Method: DFT, ωB97M-V/def2-TZVPD

Multiplicity: 5
Lowest unoccupied orbital energy (alpha / beta): -6.540 / -6.369 eV
Charge: +2

Atoms and positions in Å:
C (3.720, -1.604, -0.768)
C (2.980, -0.309, -0.543)
H (3.742, -2.183, 0.194)
H (4.744, -1.488, -1.126)
H (3.193, -2.257, -1.473)
O (1.741, -0.445, -0.262)
I (2.077, 2.496, -1.431)
Pm (-0.616, -1.589, -0.369)
P (-2.517, -3.419, -1.057)
C (-3.902, -3.785, 0.087)
C (-3.083, -3.555, -2.776)
H (-3.528, -4.501, -3.079)
H (-1.630, -5.749, -1.270)
H (-2.245, -3.362, -3.449)
H (-0.371, -4.525, -1.443)
H (-4.477, -2.841, 0.191)
H (-3.830, -2.776, -2.973)
C (-1.281, -4.776, -0.891)
H (-4.608, -4.553, -0.228)
H (-0.987, -4.938, 0.163)
H (-3.526, -4.049, 1.075)
P (4.170, 1.034, -0.193)
C (3.611, 2.070, 1.249)
C (5.761, 0.385, 0.499)
H (5.063, 0.792, -2.469)
H (5.733, 2.212, -1.644)
H (4.116, 2.276, -2.341)
C (4.844, 1.624, -1.797)
H (6.306, -0.241, -0.226)
H (6.405, 1.260, 0.722)
H (4.443, 2.742, 1.536)
H (3.381, 1.430, 2.118)
H (5.630, -0.188, 1.432)
H (2.750, 2.677, 1.024)
Cl (0.345, -1.818, -2.721)
C (-3.093, 2.752, -1.680)
N (-2.334, 2.498, -0.427)
C (-2.369, 3.697, 0.448)
C (-2.954, 1.278, 0.276)
C (-2.167, 0.958, 1.509)
C (-2.532, 1.484, 2.769)
C (-1.666, 1.359, 3.845)
C (-0.433, 0.739, 3.693)
C (-0.088, 0.135, 2.448)
C (-1.000, 0.229, 1.422)
H (-2.980, 1.896, -2.345)
H (-2.712, 3.653, -2.167)
H (-4.141, 2.877, -1.412)
H (-1.342, 2.285, -0.645)
H (-3.365, 3.803, 0.873)
H (-1.629, 3.610, 1.241)
H (-2.130, 4.574, -0.154)
H (-3.987, 1.550, 0.489)
H (-2.959, 0.467, -0.476)
H (-3.502, 1.988, 2.869)
H (-1.942, 1.792, 4.821)
H (0.287, 0.688, 4.527)
H (0.883, -0.361, 2.315)

Atoms 1-2, force components in eV/Å:
0.07 -0.79 -0.48
-2.93 -3.14 2.04

***

# 2
Molecular formula: C17H34CoO2P2
Method: DFT, ωB97M-V/def2-TZVPD

Multiplicity: 4
Lowest unoccupied orbital energy (alpha / beta): 0.511 / 0.427 eV
ΔE to the lowest compared entry with this formula, charge and spin: 77.1 kcal per mole

Atoms and positions in Å:
P (-2.659, -0.114, -0.976)
P (-0.796, -1.478, 2.055)
C (-3.178, -1.397, 0.263)
C (-2.596, -1.454, 1.688)
H (-3.224, -2.388, -0.205)
H (-4.226, -1.125, 0.387)
H (-3.109, -0.745, 2.355)
H (-2.855, -2.429, 2.098)
C (-0.195, -3.187, 1.849)
H (0.871, -3.177, 2.088)
H (-0.308, -3.475, 0.798)
H (-0.728, -3.895, 2.491)
C (-0.596, -0.796, 3.711)
H (-0.785, -1.516, 4.513)
H (-1.249, 0.079, 3.838)
H (0.445, -0.456, 3.741)
C (-2.908, -0.760, -2.638)
H (-2.368, -0.105, -3.334)
H (-3.957, -0.826, -2.936)
H (-2.443, -1.753, -2.703)
C (-3.512, 1.440, -0.615)
H (-3.196, 1.780, 0.378)
H (-4.601, 1.364, -0.647)
H (-3.168, 2.184, -1.343)
Co (-0.924, -0.540, 0.161)
C (-4.945, -2.756, 3.074)
C (-4.422, -3.833, 2.450)
C (-5.244, -4.792, 1.637)
C (-6.272, -4.149, 0.672)
C (-5.865, -2.826, 0.096)
C (-6.193, -1.632, 0.637)
C (-6.891, -1.478, 1.958)
C (-6.407, -2.411, 3.096)
C (-0.213, 0.840, -1.262)
H (-4.341, -2.115, 3.721)
H (-3.422, -4.210, 2.704)
H (-5.780, -5.445, 2.342)
H (-4.582, -5.446, 1.046)
H (-6.406, -4.843, -0.175)
H (-7.244, -4.052, 1.182)
H (-5.349, -2.899, -0.865)
H (-6.147, -0.711, 0.041)
H (-7.963, -1.656, 1.785)
H (-6.799, -0.436, 2.307)
H (-6.600, -1.886, 4.050)
H (-7.017, -3.330, 3.100)
H (0.281, 1.636, -0.681)
H (-0.905, 1.311, -1.982)
H (0.578, 0.313, -1.816)
C (3.504, 0.142, 0.078)
O (2.098, 0.054, -0.265)
C (1.204, -0.385, 0.621)
O (1.583, -0.699, 1.761)
H (3.665, 0.913, 0.831)
H (3.985, 0.417, -0.855)
H (3.878, -0.819, 0.427)

Atoms 1-2, force components in eV/Å:
0.37 -1.36 0.50
-0.20 0.80 -0.26

***

# 3
Molecular formula: C17H34CrN6OSSi
Method: DFT, ωB97M-V/def2-TZVPD

Multiplicity: 4
Lowest unoccupied orbital energy (alpha / beta): -10.174 / -8.833 eV
Charge: +3

Atoms and positions in Å:
Cr (-0.383, -0.170, 0.183)
C (4.143, 1.559, 4.822)
Si (3.142, -0.031, 4.426)
C (1.500, 0.050, 5.380)
C (4.182, -1.586, 4.769)
C (2.882, 0.072, 2.501)
C (3.974, 0.431, 1.707)
C (3.861, 0.580, 0.330)
C (2.628, 0.372, -0.261)
N (1.567, 0.007, 0.461)
C (1.697, -0.138, 1.799)
S (0.148, -0.628, 2.432)
H (4.299, 1.614, 5.894)
H (3.609, 2.452, 4.508)
H (5.119, 1.547, 4.345)
H (1.720, 0.126, 6.441)
H (0.893, -0.841, 5.242)
H (0.898, 0.914, 5.115)
H (4.417, -1.625, 5.830)
H (5.129, -1.587, 4.234)
H (3.656, -2.504, 4.522)
H (4.931, 0.601, 2.175)
H (4.711, 0.861, -0.268)
H (2.482, 0.488, -1.327)
C (-5.241, -2.098, 0.098)
C (-4.856, -0.612, 0.160)
C (-3.443, -0.461, 0.142)
N (-2.287, -0.406, 0.098)
H (-6.323, -2.190, 0.162)
H (-4.806, -2.645, 0.930)
H (-4.920, -2.542, -0.840)
H (-5.256, -0.159, 1.073)
H (-5.279, -0.086, -0.702)
C (-3.175, 4.286, -0.033)
N (-2.421, 3.051, 0.109)
C (-1.089, 2.956, 0.096)
N (-0.352, 4.066, 0.010)
O (-0.503, 1.833, 0.153)
H (-4.235, 4.055, -0.075)
H (-2.903, 4.797, -0.956)
H (-3.010, 4.952, 0.816)
H (-2.935, 2.188, 0.202)
H (-0.760, 4.986, -0.020)
H (0.654, 3.992, 0.023)
N (0.334, -4.891, -1.799)
C (-0.944, -4.603, -1.097)
C (-1.145, -3.086, -0.984)
N (-0.040, -2.410, -0.289)
C (1.222, -2.732, -0.971)
C (1.462, -4.240, -1.086)
H (0.286, -4.540, -2.766)
H (0.487, -5.909, -1.859)
H (-0.906, -5.061, -0.104)
H (-1.775, -5.050, -1.650)
H (-2.073, -2.908, -0.436)
H (-1.249, -2.644, -1.981)
H (0.009, -2.792, 0.661)
H (2.059, -2.309, -0.414)
H (1.211, -2.274, -1.964)
H (1.541, -4.689, -0.092)
H (2.391, -4.429, -1.626)

Atoms 1-2, force components in eV/Å:
1.59 0.59 0.72
-0.57 -0.99 -0.35

***

| no. | largest force on an atom (hartree/bohr) |
| --- | --- |
| 1 | 0.09248 |
| 2 | 0.08698 |
| 3 | 0.05566 |